a | A single C20H22N4O3 molecule. Source: the Open Molecules 2025 dataset; level of theory: the ωB97M-V functional and the def2-TZVPD basis.

```
49
C20H22N4O3 (the ωB97M-V functional and the def2-TZVPD basis)
C 2.942 3.152 0.704
C 3.643 1.881 0.239
C 4.937 1.578 1.002
C 4.805 1.435 2.520
C 4.213 0.107 2.993
N 2.820 -0.080 2.601
C 1.891 0.712 3.245
O 2.184 1.499 4.115
N 0.588 0.560 2.835
C 0.167 -0.331 1.882
C -1.172 -0.437 1.517
C -1.563 -1.350 0.552
C -3.026 -1.417 0.234
O -3.873 -1.144 1.059
N -3.317 -1.806 -1.028
C -4.676 -1.864 -1.526
C -4.813 -1.096 -2.815
C -4.197 -1.541 -3.982
C -4.337 -0.790 -5.136
C -5.087 0.375 -5.087
C -5.663 0.730 -3.877
N -5.528 0.018 -2.773
C -0.613 -2.187 -0.042
C 0.712 -2.088 0.319
C 1.118 -1.157 1.275
C 2.533 -1.049 1.647
O 3.405 -1.741 1.166
H 2.098 3.373 0.055
H 2.568 3.052 1.720
H 3.628 3.996 0.673
H 2.955 1.038 0.307
H 3.903 1.991 -0.818
H 5.640 2.391 0.803
H 5.370 0.661 0.597
H 5.805 1.496 2.955
H 4.220 2.255 2.933
H 4.258 0.068 4.084
H 4.767 -0.732 2.568
H -0.093 1.141 3.307
H -1.923 0.183 1.985
H -2.574 -1.938 -1.695
H -4.966 -2.910 -1.683
H -5.317 -1.420 -0.761
H -3.631 -2.461 -3.987
H -3.873 -1.109 -6.059
H -5.223 0.989 -5.964
H -6.261 1.626 -3.781
H -0.913 -2.936 -0.759
H 1.466 -2.723 -0.120
```

Summary:
HOMO energy   -9.08 eV
Lowest unoccupied orbital energy   -0.10 eV

---

b | A single C20H22N4O3 molecule. Source: the Open Molecules 2025 dataset; level of theory: the ωB97M-V functional and the def2-TZVPD basis.

```
49
C20H22N4O3 (the ωB97M-V functional and the def2-TZVPD basis)
C 0.679 2.091 -3.849
N 1.609 1.074 -3.401
C 2.573 0.766 -4.437
C 2.243 1.445 -2.146
C 2.897 0.243 -1.456
C 1.943 -0.954 -1.351
N 1.276 -1.052 -0.075
C 1.335 -2.173 0.680
O 1.983 -3.165 0.427
C 0.449 -1.939 1.902
O 0.247 -2.737 2.789
C -0.089 -0.592 1.743
C -0.937 0.059 2.569
O -1.409 1.270 2.204
C -1.401 -0.477 3.861
C -0.518 -0.948 4.828
C -1.044 -1.404 6.027
N -2.336 -1.411 6.304
C -3.173 -0.960 5.388
C -2.764 -0.473 4.156
C 0.365 -0.041 0.410
C -0.811 0.155 -0.519
C -1.446 -0.934 -1.105
C -2.524 -0.711 -1.944
C -2.932 0.598 -2.156
N -2.344 1.638 -1.592
C -1.313 1.420 -0.798
H -0.088 2.245 -3.093
H 1.170 3.055 -4.057
H 0.195 1.748 -4.762
H 3.189 -0.075 -4.128
H 3.230 1.620 -4.670
H 2.040 0.483 -5.343
H 1.462 1.853 -1.502
H 3.004 2.233 -2.292
H 3.781 -0.060 -2.017
H 3.234 0.539 -0.461
H 2.491 -1.893 -1.457
H 1.206 -0.875 -2.158
H -2.016 1.615 2.873
H 0.544 -0.954 4.651
H -0.397 -1.780 6.808
H -4.221 -0.987 5.653
H -3.490 -0.132 3.431
H 0.880 0.919 0.546
H -1.097 -1.939 -0.907
H -3.035 -1.533 -2.420
H -3.767 0.828 -2.804
H -0.870 2.302 -0.352
```

Summary:
HOMO energy   -8.73 eV
Lowest unoccupied orbital energy   -0.60 eV

---

Q: What are the energies relative to the best structure? A: a 0.000; b 3.174, in eV.

---

a | 2 unconnected molecules or ions with the total composition C2H6NO. Source: the Open Molecules 2025 dataset; level of theory: the ωB97M-V functional and the def2-TZVPD basis.

```
10
C2H6NO (the ωB97M-V functional and the def2-TZVPD basis)
O 1.861 -1.887 0.287
H 1.881 -0.954 0.479
C -0.035 1.626 0.169
C -1.160 -0.354 -0.178
N -0.293 0.499 -0.606
H 0.604 2.263 -0.370
H -0.719 2.057 0.883
H 1.157 -1.871 -0.445
H -1.619 -1.007 -0.935
H -1.677 -0.371 0.716
```

Summary:
HOMO energy   -1.07 eV
Total charge   -1
Lowest unoccupied orbital energy   4.97 eV

---

b | A gas-phase ion, C2H6NO (charge -1). Source: the Open Molecules 2025 dataset; level of theory: the ωB97M-V functional and the def2-TZVPD basis.

```
10
C2H6NO (the ωB97M-V functional and the def2-TZVPD basis)
C -1.127 0.412 0.399
N 0.243 0.073 0.528
C 1.043 -0.424 -0.629
O 2.131 -1.072 -0.263
H -1.678 -0.357 -0.176
H -1.599 0.491 1.387
H -1.314 1.361 -0.140
H 0.750 0.063 1.394
H 0.281 -1.017 -1.220
H 1.270 0.470 -1.281
```

Summary:
HOMO energy   -2.00 eV
Total charge   -1
Lowest unoccupied orbital energy   4.51 eV

---

Q: What are the energies relative to the best structure? A: a 0.900; b 0.000, in eV.

---

a | A molecular structure, CH6N2S. Source: the Open Molecules 2025 dataset; level of theory: the ωB97M-V functional and the def2-TZVPD basis.

```
10
CH6N2S (the ωB97M-V functional and the def2-TZVPD basis)
C -1.309 -0.120 0.407
N 2.383 0.680 0.019
N -0.308 -0.512 -0.611
S 1.114 -1.137 0.007
H -2.003 -0.864 0.789
H -0.792 0.373 1.271
H -1.924 0.420 -0.247
H 1.713 1.044 0.716
H 1.916 0.993 -0.877
H -0.789 -0.875 -1.472
```

Summary:
HOMO energy   -8.96 eV
Lowest unoccupied orbital energy   0.10 eV

---

b | 2 unconnected molecules or ions with the total composition CH6N2S. Source: the Open Molecules 2025 dataset; level of theory: the ωB97M-V functional and the def2-TZVPD basis.

```
10
CH6N2S (the ωB97M-V functional and the def2-TZVPD basis)
S -0.666 -3.116 -0.379
H -1.680 -3.923 -0.377
N 0.901 3.147 -0.330
C 0.812 1.922 0.123
N -0.078 1.500 0.978
H 0.267 3.874 -0.068
H 1.526 3.319 -1.096
H 1.416 1.176 -0.384
H 0.104 0.644 1.485
H -0.912 1.987 1.267
```

Summary:
HOMO energy   -4.96 eV
Lowest unoccupied orbital energy   -1.48 eV

---

c | 2 unconnected molecules or ions with the total composition CH6N2S. Source: the Open Molecules 2025 dataset; level of theory: the ωB97M-V functional and the def2-TZVPD basis.

```
10
CH6N2S (the ωB97M-V functional and the def2-TZVPD basis)
H -2.359 1.660 2.091
N -1.916 1.018 1.483
C -1.628 1.676 0.396
N -0.690 1.265 -0.528
H -2.310 2.490 0.227
H -0.263 2.030 -1.028
H -0.209 0.503 -0.071
S 1.851 -1.890 -0.491
H 2.324 -0.720 -0.637
H 1.211 -1.757 -1.789
```

Summary:
HOMO energy   -9.13 eV
Lowest unoccupied orbital energy   0.72 eV

---

d | A single CH6N2S molecule. Source: the Open Molecules 2025 dataset; level of theory: the ωB97M-V functional and the def2-TZVPD basis.

```
10
CH6N2S (the ωB97M-V functional and the def2-TZVPD basis)
C -0.693 0.988 0.476
N 0.169 0.036 -0.224
N -0.260 -1.224 -0.330
S 2.045 0.081 0.026
H -0.292 1.442 1.388
H -1.156 1.727 -0.271
H -1.495 0.421 0.933
H -0.170 -1.675 -1.273
H -0.248 -1.855 0.574
H 2.101 0.060 -1.299
```

Summary:
HOMO energy   -8.53 eV
Lowest unoccupied orbital energy   0.89 eV

---

Q: What are the energies relative to the best structure? A: a 1.519; b 1.929; c 0.000; d 1.585, in eV.